[1]
A cluster of 2 separate species, C3H6N2 in total. Source: the Open Molecules 2025 dataset; level of theory: ωB97M-V with the def2-TZVPD basis set.

The value obtained for the energy above the lowest of the compared OMol25 structures with the same formula, charge and spin is 1.645 eV. As for the max |F|: 1.1 eV Å⁻¹. The SMILES is C=CC#N.N. Its charge is 0.

The geometry in XYZ format:
```
11
Properties=species:S:1:pos:R:3:forces:R:3
C -0.346 0.765 -1.385 0.0 -0.2 -0.4
C 0.120 -0.322 -0.776 -0.3 -0.2 -0.7
C -0.786 -1.341 -0.308 -0.7 -0.8 -0.2
N -1.538 -2.191 -0.075 0.7 0.8 0.0
H -1.411 0.965 -1.448 0.2 0.0 -0.1
H 0.351 1.425 -1.887 -0.1 0.2 0.2
H 1.174 -0.542 -0.664 -0.2 0.0 -0.4
N 0.608 0.206 1.486 0.1 0.0 0.5
H 0.462 1.162 1.197 0.1 -0.1 0.3
H 1.527 0.030 1.854 0.0 0.2 0.4
H -0.142 -0.154 2.054 0.1 0.2 0.3
```
Positions in Å, forces in eV/Å.


[2]
A cluster of 6 separate species, C20H30ClO14 in total. Source: the Open Molecules 2025 dataset; level of theory: ωB97M-V with the def2-TZVPD basis set.

The value obtained for the energy above the lowest of the compared OMol25 structures with the same formula, charge and spin is 0.291 eV. As for the max |F|: 1.9 eV Å⁻¹. Its charge is -1.

The geometry in XYZ format:
```
65
Properties=species:S:1:pos:R:3:forces:R:3
Cl 18.663 -9.469 4.060 1.0 -1.4 0.6
O 19.578 -9.448 5.203 -0.3 0.9 -0.4
O 18.991 -10.667 3.323 -0.5 -0.1 -0.2
O 17.313 -9.487 4.548 -0.6 -0.2 0.2
O 18.811 -8.347 3.189 0.5 1.0 -0.1
O 14.422 -5.879 5.121 -0.1 0.3 -0.1
C 15.524 -6.041 5.571 0.0 0.2 -0.7
O 15.703 -6.528 6.796 -0.3 -0.4 0.5
C 17.071 -6.906 7.031 -0.1 0.3 -1.0
C 17.872 -6.037 6.025 -0.6 -0.2 0.7
C 16.863 -5.804 4.876 -0.1 -0.5 0.7
H 17.184 -7.962 6.781 0.0 -0.1 0.3
H 17.258 -6.664 8.069 0.3 -0.3 0.0
H 18.794 -6.562 5.785 0.1 0.2 -0.3
H 18.064 -5.139 6.612 0.4 0.3 -0.6
H 16.906 -6.564 4.091 0.3 -0.1 0.1
H 16.878 -4.834 4.385 0.1 0.1 0.2
O 19.028 -3.422 3.478 0.0 0.3 0.1
C 19.931 -4.128 3.827 -0.5 -0.5 -1.1
O 20.492 -4.040 5.033 0.6 0.7 0.8
C 21.533 -4.988 5.189 0.4 -1.8 -0.4
C 21.841 -5.564 3.788 -0.1 -0.6 0.4
C 20.537 -5.275 3.041 0.8 0.0 0.3
H 21.152 -5.826 5.782 -0.2 0.3 0.2
H 22.438 -4.658 5.696 -0.3 0.8 0.0
H 22.021 -6.636 3.888 -0.1 0.0 -0.1
H 22.753 -5.190 3.324 -0.2 0.5 0.0
H 19.866 -6.134 3.127 -0.1 0.1 -0.1
H 20.705 -5.027 1.998 -0.3 0.1 0.0
O 25.329 -8.240 1.995 0.1 -0.3 0.3
C 24.504 -9.053 2.320 0.1 0.3 -1.0
O 23.355 -8.685 2.905 0.1 -0.2 0.3
C 22.518 -9.822 3.238 -0.8 0.9 -0.1
C 23.102 -10.999 2.499 0.7 -1.5 0.0
C 24.472 -10.537 1.993 0.2 -0.4 0.0
H 21.508 -9.565 2.923 0.0 -0.1 -0.2
H 22.442 -9.872 4.325 0.4 -0.4 0.0
H 22.496 -11.402 1.688 -0.3 0.5 0.0
H 23.240 -11.863 3.153 -0.1 0.2 0.2
H 24.662 -10.727 0.934 -0.5 0.6 -0.2
H 25.307 -11.115 2.399 0.0 0.4 0.6
O 18.823 -12.042 7.600 0.1 0.3 -0.3
C 17.869 -12.159 6.887 -0.9 -1.4 0.5
O 17.860 -12.970 5.796 0.8 0.9 -0.7
C 16.663 -12.750 5.047 -1.1 -0.7 -0.1
C 15.595 -12.510 6.118 0.4 0.3 -0.2
C 16.416 -11.785 7.171 0.3 1.1 0.5
H 16.485 -13.631 4.430 0.1 -0.2 0.2
H 16.636 -11.908 4.353 1.0 0.2 0.3
H 15.211 -13.445 6.525 -0.2 0.0 -0.1
H 14.818 -11.874 5.699 -0.3 -0.2 0.2
H 16.182 -12.032 8.207 0.1 -0.3 -0.1
H 16.325 -10.694 7.154 0.0 -0.1 -0.4
O 19.742 -6.408 8.485 0.0 0.5 0.4
C 20.336 -7.444 8.485 -0.1 -0.3 -1.0
O 19.717 -8.612 8.759 -0.1 0.0 0.4
C 20.582 -9.726 8.514 0.7 -0.2 -1.3
C 21.980 -9.128 8.532 0.8 0.0 0.7
C 21.772 -7.699 8.040 -0.5 -0.6 0.5
H 20.397 -10.135 7.518 -0.4 0.2 0.1
H 20.436 -10.539 9.218 -0.3 0.3 0.3
H 22.714 -9.659 7.927 -0.2 -0.2 0.0
H 22.324 -9.162 9.572 0.2 0.3 -0.1
H 21.808 -7.710 6.950 -0.1 0.3 0.0
H 22.430 -6.934 8.438 0.1 0.0 0.0
```
Positions in Å, forces in eV/Å.